Computed, not measured: C78H195N13 as an isolated structure, with ωB97M-V/def2-TZVPD.

Structure (XYZ):
```
286
Properties=species:S:1:pos:R:3:forces:R:3:mulliken_charge:R:1
C 1.388972 -3.215042 -6.189159 2.6 2.1 2.4 -0.898
H 3.936782 -5.619692 1.497621 0.2 0.7 0.5 0.333
H 2.964272 -2.263882 7.786931 -0.1 0.0 0.3 0.397
H 0.648722 3.110838 3.481911 -0.5 -0.5 -1.0 -0.060
H -1.969598 0.030268 -0.213279 0.7 -0.1 -0.3 -0.189
H 3.054232 -0.927612 2.105711 3.4 5.7 1.3 -0.473
H -0.404288 -5.697792 -4.493029 -0.2 0.4 0.0 0.315
H 4.640662 -2.297822 2.805881 -0.1 -1.5 -1.1 -0.581
H 2.018162 -2.535362 2.655961 -1.0 -1.8 3.7 0.453
H 3.332422 -1.514802 5.505021 -1.6 -1.1 0.6 -0.695
C 1.578482 0.898978 -1.366029 -1.0 0.5 -2.1 -0.213
H 2.878822 -0.187822 -4.074899 0.1 0.0 0.6 0.480
H 4.211812 -2.297062 -5.960719 -0.5 -0.8 -0.3 0.318
H 4.451272 3.894838 3.704031 0.0 0.1 -1.4 0.522
H -4.130408 -1.725022 1.661911 -0.6 0.3 -0.2 1.434
C -3.559598 -0.831282 1.409891 -6.3 -0.4 -0.8 -1.136
H 6.722732 -2.015552 6.686021 0.0 0.0 0.0 0.392
H -1.794288 -1.451752 5.493381 0.8 -0.8 0.8 0.580
H -2.654568 -0.537812 -4.689179 -0.6 0.3 -0.5 -0.503
H -2.138708 1.805398 -4.454619 -2.4 -2.2 2.6 -0.956
H -1.204038 0.182728 -6.019589 -0.2 1.0 0.6 1.187
H 0.484742 -0.526932 2.321021 -0.2 0.4 -0.7 0.048
C -1.372808 -0.147322 0.681371 3.9 1.6 -2.4 -2.492
H -0.666478 -4.112572 -7.775859 0.3 -0.1 0.2 0.460
H 3.500352 3.495948 4.886981 -0.8 0.7 0.3 0.162
H -8.140708 -0.094612 1.698941 -0.5 0.2 -0.2 0.265
H 2.995302 3.885668 -3.574269 0.0 0.7 -0.9 0.197
H 5.213172 -3.747912 -1.830429 0.3 0.4 0.7 0.469
H -2.929238 -1.228492 3.095441 -0.3 0.2 1.3 0.285
C 4.382352 -0.623622 3.815841 -0.8 1.7 0.1 -1.774
C 5.672282 -1.760422 6.546221 -0.2 0.1 -0.4 -1.305
H 3.933592 -4.767922 -2.012689 -0.3 -0.7 0.7 0.451
N -0.118918 2.002698 -4.016449 -1.6 -1.1 -1.8 0.871
H 1.153002 -0.636042 3.882771 -0.2 0.1 0.9 -0.005
C -1.003448 2.901298 -4.834649 3.1 1.1 -1.2 0.060
H -8.505678 -1.363932 0.481481 -0.3 0.0 0.4 0.458
C -2.000758 0.750028 5.114721 -1.2 0.7 -0.8 -1.260
H -2.986478 -2.110422 4.480801 -0.6 -0.3 0.6 0.541
H 0.982742 -6.801552 -6.128179 -0.4 -0.1 0.2 0.391
H 0.299552 -1.826572 -3.134369 3.4 0.7 -1.5 0.528
H 2.332862 0.340748 -0.811589 0.0 0.1 -0.7 1.172
C -0.890458 2.465738 -1.658509 2.0 -2.7 -4.2 0.100
H -2.058958 -1.618852 -2.949419 -4.0 -0.5 -1.2 -0.021
H 1.061862 -5.167462 -6.694749 -0.5 -3.1 -1.1 0.918
H 6.262332 -5.408222 -0.442579 0.7 -0.4 0.2 0.229
C -4.206418 -0.279372 4.736121 1.0 -0.3 -0.4 -0.993
C -8.034088 -0.397072 0.657191 1.8 -0.9 0.3 -1.422
H 5.169842 -1.703052 7.511811 0.6 -0.4 -0.2 0.434
C 3.228402 -2.871162 -1.834239 -1.3 -0.1 1.3 0.473
H 3.695892 -5.973482 -0.084729 0.6 -0.7 -0.5 0.643
C 3.921152 -2.754192 2.126071 4.5 -1.0 -0.2 0.218
C -2.359138 3.310278 -0.267139 -5.8 5.1 4.3 0.600
H -4.318258 2.461878 -1.580859 -2.3 -5.1 -0.5 0.144
H 3.096022 2.728818 6.628301 0.8 0.1 0.7 0.557
H 3.818452 3.100888 1.476741 -0.4 -0.1 0.2 0.512
C -3.482738 0.170388 -4.715279 -0.1 -1.5 2.8 -0.229
H 2.151112 2.071598 -0.257589 -0.4 0.8 2.5 0.453
H 1.047962 -3.640392 3.511781 -0.4 -0.1 0.3 -0.068
H -0.242668 -0.558932 -2.591279 -6.3 -3.1 6.6 -0.964
H -7.420368 0.449838 -5.302039 -0.1 0.0 0.0 0.516
H -2.964258 -2.358232 -1.568729 0.5 0.0 0.1 0.589
C -0.494448 -0.148362 -5.261329 0.7 -0.8 -1.0 0.099
H -2.438658 -3.940522 -4.592689 -1.0 0.5 0.2 0.434
H 4.652302 1.917378 4.614991 0.4 0.3 0.4 0.896
H -1.797278 -1.466082 -6.733529 -0.1 -0.5 -0.1 -0.158
H 3.580222 -3.640352 2.661401 0.0 -0.1 -0.7 1.026
C 2.279862 1.678108 0.750721 1.0 2.7 3.3 -0.788
H 5.765952 -3.368752 1.140741 0.3 0.3 0.1 0.561
C -3.024468 -1.970322 -2.585599 -3.9 -0.5 -1.6 -0.874
C 4.374662 -5.380732 0.528471 0.6 -1.4 -0.3 -0.820
H 2.584912 -0.011242 5.737791 -1.4 -1.0 0.5 0.846
H -4.509648 3.337438 -1.192739 5.3 7.0 1.2 -0.968
C 5.567002 -0.381812 5.834641 0.3 0.2 1.3 -0.441
H -1.258398 1.680528 3.389331 -0.2 -0.3 1.2 -0.098
C -4.167918 -0.152572 0.147021 0.1 -1.9 1.4 -0.631
H 0.555152 -2.523232 -6.308419 1.3 -1.4 1.1 -0.416
H -8.514148 0.287878 -0.041739 0.5 0.2 0.1 0.338
H -2.093468 1.488648 1.935731 0.6 -0.9 -1.2 -1.081
C -0.652658 1.369228 -2.775709 -1.0 2.8 1.0 0.012
C 2.883292 -1.189442 7.622251 0.0 -0.2 -1.7 -2.043
H 1.082012 2.218128 -3.042549 0.9 1.1 1.0 0.404
H -5.940118 2.867158 -1.906859 0.0 0.3 -0.1 0.631
C -5.783258 0.146258 -4.013789 -0.3 -0.1 1.4 0.355
C -3.916938 3.559278 1.671051 0.1 1.1 0.0 -2.739
H -4.066468 1.693408 0.826921 0.3 0.6 1.0 -1.154
H -1.576988 4.176098 2.825341 -0.3 -0.1 0.3 0.783
H 2.176542 -2.629282 -6.663209 0.8 -0.9 -1.1 0.982
H -2.537898 -1.184232 1.269691 -14.4 -7.3 3.5 -0.683
H -0.117108 -1.730512 -7.213299 -0.7 -0.4 -0.2 0.927
H 4.975822 -0.169222 3.022481 1.6 0.8 0.7 0.235
H -0.013698 -6.262942 -7.490929 -0.3 -0.2 0.2 0.358
H -0.355958 -1.951902 2.016811 0.0 -0.9 0.2 0.811
H -3.212408 3.153578 -2.218169 0.3 0.6 -0.4 -0.310
N 2.683152 2.736948 3.179021 1.4 -0.5 -2.4 1.566
H -1.448478 3.762058 -0.660449 -0.9 0.5 1.8 0.282
C 1.053682 4.829138 -2.971239 0.1 0.5 -1.4 0.253
C 4.763832 -3.028762 0.879511 -1.1 -0.9 -0.5 -2.024
C -3.624378 -1.436602 3.908821 0.8 -1.4 1.3 -0.827
H -6.146068 -1.301882 1.360241 -0.5 -0.1 0.2 0.285
H -2.935178 1.342568 -2.901489 -0.6 -0.2 -0.6 -0.393
H -1.308528 2.626768 1.945351 0.5 3.4 1.1 0.542
H -1.498718 -3.006502 -2.410949 -0.6 -3.6 -0.6 0.634
C -1.071218 1.695158 4.463041 -2.0 0.4 -2.4 0.381
H -1.003718 -2.125612 -2.774279 2.0 4.0 1.9 -1.779
H -1.863218 2.514828 -1.169199 2.8 -3.4 -5.0 -0.510
H -6.178448 -0.459302 -6.111429 0.3 -0.2 0.3 0.344
H -1.722258 -5.742502 -5.693919 -0.2 -0.9 0.0 0.608
C -0.802118 -1.328212 -2.058999 -3.3 5.0 5.3 -0.409
C -0.704508 -5.404442 -5.498959 0.9 0.1 -1.6 -0.920
H 2.917072 1.029938 7.010131 -0.2 0.5 -0.1 0.221
H -0.618548 3.736348 -6.881979 -0.4 0.1 0.2 0.401
H -6.020588 2.040928 4.345451 -0.1 -0.2 0.3 0.392
C 1.935762 2.046218 -2.387069 1.8 -0.8 1.9 -1.068
H -1.909158 -0.979042 7.147561 0.0 0.5 -0.1 0.468
H -0.216578 2.283108 -0.821479 -0.2 0.7 -0.5 0.270
C 3.877762 1.364698 5.146731 3.2 -2.1 0.6 -1.576
H 0.695722 -2.217052 -1.018409 -0.1 -0.7 1.1 -0.656
C 5.910102 -5.827552 0.499861 -2.5 0.3 0.2 -1.166
H 3.696472 4.964048 -0.168579 -0.1 -0.2 -0.2 0.341
H -1.283578 -1.958532 -8.337059 -0.7 -0.1 -0.2 0.651
H 0.057902 -2.953822 -3.219269 -0.4 -1.9 -0.3 -0.425
H -4.310378 1.718478 6.291731 -0.4 0.1 0.4 0.458
H -3.271178 1.775948 2.413081 -1.4 -0.2 0.5 0.916
H 1.364982 0.432858 -4.258299 -1.8 2.7 -0.2 -1.910
H 0.816772 1.317918 -0.708469 0.8 -1.2 -0.5 -0.548
C -0.137528 3.642768 -5.908349 0.3 0.0 -0.1 -1.397
H 0.620492 4.155848 1.978511 -0.1 0.6 -0.6 -0.483
C 0.150682 -0.706502 6.431641 -1.0 -1.1 -0.3 0.197
N 4.123302 -4.073992 0.053831 0.1 1.2 -0.7 0.855
H 2.993702 1.543608 4.534741 1.9 -1.5 0.0 0.121
H 0.484822 5.086058 -2.077659 0.0 -1.0 0.2 0.127
H 2.899992 5.232268 -2.343439 1.1 -0.5 0.1 0.569
N -0.122948 -0.811562 0.325381 0.3 1.6 -0.6 1.988
H -6.027128 1.280108 -5.847739 0.3 0.0 -0.1 0.305
H 2.653762 -4.233702 -4.696789 0.3 -0.2 -0.4 0.908
H -0.710428 3.456208 -2.076439 0.1 -0.3 -0.1 -0.405
C -1.263488 -3.610822 -7.014329 0.5 -0.2 0.7 -0.508
H 2.429782 -1.222602 3.720141 1.9 1.3 -1.3 0.210
H 4.469802 -1.150712 -4.821819 -0.4 0.6 0.1 0.467
H -4.762298 3.849628 1.047211 0.2 1.3 0.2 0.456
H 2.892672 5.932598 4.540961 0.6 -0.3 0.4 0.462
H 2.178202 3.791378 1.567611 0.4 -0.2 -1.4 0.163
N -0.779458 -3.947852 -5.689129 -0.2 -1.3 1.4 0.969
C -1.220908 -1.408152 6.419361 -0.1 -1.6 1.8 -1.737
C 3.374002 3.851698 3.864441 -1.2 -1.2 1.3 -0.259
H 3.871162 -0.759172 7.786801 -0.6 0.2 0.3 0.413
C -1.442098 3.704518 1.851941 0.6 2.6 0.5 0.572
H 1.935382 -2.971722 1.383101 -1.2 0.0 -1.4 0.665
H 0.071152 4.231838 0.245941 0.4 -0.5 0.2 -0.807
C 2.005732 -3.358572 -4.744779 -0.4 0.6 -0.1 -0.984
H 2.544282 -3.128862 4.232051 -0.3 0.2 0.5 0.689
H -1.849938 2.363788 -5.261999 1.5 1.9 -2.5 1.306
H -3.560758 4.728678 -1.489669 1.1 0.6 -0.1 0.153
H 4.414542 1.673048 7.301531 0.5 0.6 -0.4 0.446
H -2.015238 -0.897012 1.143261 14.9 7.8 -2.7 -0.372
H 0.442342 -0.480932 7.457391 -0.2 0.0 -0.1 0.566
H 0.524772 1.555858 5.485051 2.8 1.1 1.9 0.468
H 1.363792 1.235318 1.141671 0.3 -0.1 -0.2 1.195
N -4.546288 -0.580452 -3.901129 0.2 0.2 -2.6 -0.028
C 2.463442 4.307888 -2.721659 -0.1 0.8 1.4 -0.559
H -1.698388 -2.295772 -4.832359 -0.4 -0.6 -0.1 -0.015
C 1.321012 2.219338 5.147551 1.6 1.1 1.8 0.186
H -0.644848 -4.430842 -2.830169 -0.3 -0.7 -0.6 0.762
C 0.396712 -1.306382 1.564171 0.2 -0.6 -0.8 -0.599
C 3.600392 1.763618 6.582461 0.9 0.0 1.4 -1.681
H 6.241022 -2.621912 -4.658139 -0.2 0.1 -0.5 0.495
C 0.957132 -1.599142 4.354121 -2.5 -0.9 1.4 -0.330
H -0.978618 -2.573512 -0.371659 0.0 -1.0 0.3 0.570
C 1.777742 -1.893652 1.414691 -3.7 -0.3 -5.0 -0.125
C -0.913588 -3.448102 -3.217619 1.1 -4.9 -0.6 -0.299
H -6.901638 1.045698 -1.165679 -0.5 0.0 1.0 0.946
H 5.202132 -2.582232 6.006131 0.0 0.0 -0.2 0.155
H 1.075232 3.197798 5.560251 -0.3 0.2 0.0 0.425
H -4.228158 -0.885572 -0.657459 0.3 0.2 1.3 0.078
H -4.023628 3.930408 2.690351 0.5 1.3 -0.6 1.258
C -5.194188 2.725228 4.537531 -0.2 -0.5 0.1 -1.637
H -1.619648 -0.245922 4.889021 -0.8 1.3 -0.5 -1.157
H -5.052568 1.687048 2.207601 0.2 0.7 0.1 0.943
H 1.197912 -4.277912 -6.337189 0.8 3.9 -0.5 -1.391
H 0.203552 4.630408 -5.597999 -0.6 0.2 0.1 0.447
H -3.843768 0.030938 -2.015889 0.6 -0.3 -0.4 0.480
N 4.301322 -0.076272 5.172061 4.8 2.3 -2.6 1.311
H 4.838842 -2.103372 0.308431 0.2 0.0 -0.2 0.326
C 3.043162 -0.544972 3.126281 1.9 2.0 1.9 1.857
C -6.339308 0.341558 -5.389729 -0.6 0.6 -0.7 -1.943
C -4.016278 2.067248 5.301801 -0.3 0.4 -0.7 -0.920
H -4.924908 3.063788 3.537041 -0.1 -0.1 1.1 0.403
C 2.528802 -1.046722 6.073531 -2.6 -0.8 2.3 0.810
H 1.088102 5.831048 -3.399109 0.6 0.2 -0.4 0.783
C 0.366982 -5.986182 -6.507779 -0.8 -0.5 0.3 -0.986
C 2.770642 2.883918 1.684351 -0.4 -0.7 1.1 -1.481
C -0.166458 4.454798 1.286101 -1.4 -0.7 0.5 -0.223
H 4.921992 3.861758 0.427161 -0.2 0.0 0.2 0.613
C 4.148472 -2.190772 -4.877769 -0.9 3.2 -0.1 -0.403
H 0.834372 3.209298 -6.144179 -0.1 -0.7 0.2 0.305
C 2.659522 5.173378 3.794421 -0.5 1.7 -0.6 -1.426
C 4.398922 4.187728 -0.471869 1.3 -0.7 0.2 -1.931
H -0.441338 1.085298 2.170961 0.1 0.1 -0.7 1.103
C 3.797232 2.916238 -1.180659 1.1 2.9 0.2 0.216
H 5.910932 -6.915182 0.571871 0.4 0.0 -0.3 0.443
H 5.275122 4.622118 -0.953209 -0.4 0.3 -0.9 0.317
C -1.189368 1.219518 1.389601 1.0 -4.6 -1.1 0.142
H -1.313298 2.737698 4.669461 0.6 0.2 0.7 0.800
H 2.695102 1.728458 -3.101589 0.6 -0.5 -0.2 0.270
N 2.507312 3.247348 -1.735049 -1.6 -0.8 0.1 0.481
H 0.110712 0.692308 -2.392129 -1.8 3.2 -0.1 -1.546
C -6.495448 -0.752842 0.485841 -0.5 0.5 0.5 -0.211
H 2.799932 5.714948 2.858961 0.5 -0.2 -0.3 0.308
H -0.833888 1.958448 0.671461 -0.1 -1.0 0.3 -0.385
C -1.524128 -3.347592 -4.605659 -0.4 -1.2 -0.3 -0.644
C 5.268012 -2.865712 -4.231629 1.4 -2.4 1.1 -1.560
H -2.400948 2.223568 -0.193509 -0.6 0.3 1.7 0.705
H 1.428812 -1.021062 -2.013459 0.2 -1.6 -1.5 0.007
H -5.617658 3.571398 5.078601 0.2 0.0 0.2 0.428
H -3.818658 2.177038 -4.079539 -0.2 0.4 -0.4 1.369
C 1.381342 2.313988 3.609961 0.1 1.9 2.2 -0.608
H 1.073582 0.129468 -1.950009 1.8 2.6 2.2 0.333
H -1.152818 -2.425092 6.805771 0.5 -0.3 -0.2 0.300
N 1.158532 -1.566982 5.822671 0.4 -0.1 -0.8 0.280
H -1.437728 3.675558 -4.202189 -0.1 -0.3 0.3 0.102
C 2.094942 -0.941282 -4.151869 1.8 -3.5 0.0 -1.099
H -4.307358 -0.607292 5.770711 0.3 -0.1 0.5 0.418
H -3.729528 0.437848 -5.742739 -0.5 -0.5 0.1 0.611
H -0.328058 5.532578 1.266281 -0.1 0.1 0.5 0.584
H 3.082422 0.955888 0.601101 -0.1 -0.3 1.0 0.702
H -4.445348 -2.023962 3.497591 0.2 -0.1 0.1 0.435
H 6.394882 -5.418292 1.386201 0.3 0.0 -0.3 0.300
H 2.336282 -3.088152 -1.246749 -0.1 -0.2 0.2 0.201
C -4.125648 2.117938 1.829101 1.2 -1.5 -0.9 0.962
C 4.206542 -3.884592 -1.435339 0.6 -1.0 1.6 -2.363
H 3.216762 -1.935032 1.981491 4.5 -5.4 -1.0 -1.467
H -3.608918 -0.133732 2.246011 0.1 0.0 -0.9 -0.775
H 5.437352 -2.747062 -3.161419 -0.5 0.8 -0.3 0.231
H 2.272892 1.947038 5.603471 -3.3 0.7 -0.7 -0.319
C 0.999982 -0.999942 -3.015339 6.2 -3.6 -5.4 1.120
H 5.134082 -3.944002 -4.317979 0.3 -0.4 -0.1 0.312
C -5.849508 1.038458 -0.880959 -1.3 1.0 -1.5 -0.796
C -5.303698 2.471928 -1.115119 -7.0 -8.3 -0.1 -1.638
H 3.451142 -1.841242 -1.555399 0.4 0.3 -0.4 0.006
N -2.622258 3.976388 1.051841 -1.0 -0.6 -0.7 0.146
C -3.473208 3.660828 -1.289319 4.9 6.3 -0.6 -0.659
H 2.924252 -2.967882 -2.876459 0.7 0.4 1.3 0.602
H -5.324938 3.165918 -0.274859 -1.1 -1.2 0.4 1.756
H 0.020952 -0.820922 -5.946989 0.3 0.2 1.0 -0.047
H -4.926778 -1.305112 -1.970549 -0.5 0.0 -0.8 1.843
H 2.345442 -1.495502 2.255691 -5.5 -0.5 -1.8 -0.806
C -0.272768 -1.818062 -0.716879 -0.5 0.4 -0.7 -0.229
H 1.281292 -3.595912 -3.965699 0.0 -0.1 -0.5 0.516
C -1.127278 -2.135582 -7.272959 -1.0 0.8 -2.0 -1.134
H 3.684402 2.177818 -0.386859 0.9 0.2 -1.4 -0.425
H -2.253908 -4.050432 -7.132289 -0.7 0.4 -0.3 0.369
C -3.042168 1.418118 -3.983599 -2.2 0.3 -0.2 -0.310
H -0.104368 -1.582432 4.107051 -0.5 -1.0 0.6 0.931
H -5.656988 1.082398 -3.469939 -0.2 0.9 -0.5 -0.183
N -3.376858 0.939938 4.614511 -0.8 -0.3 0.0 1.334
H 1.044482 1.343178 3.246431 0.4 0.4 -0.7 -0.793
H 0.234282 -0.232242 -3.126919 5.9 1.5 -5.3 -0.505
H -1.787568 -0.862372 -2.063009 1.7 1.3 3.0 0.572
H -5.255388 -0.185922 4.454991 0.1 0.9 -0.5 0.602
H 6.460012 -0.250022 5.223681 0.1 0.1 -0.5 0.375
H -1.610118 0.857528 -2.873379 1.7 -0.2 -0.1 0.469
H -5.510908 0.467548 -1.745549 0.1 0.3 0.6 -0.156
H -2.002038 0.910758 6.192811 0.1 -0.3 0.3 0.398
N 2.808512 -2.249942 -4.248119 0.5 1.1 -3.3 1.088
C -4.109868 -0.879342 -2.553199 0.3 -1.1 -2.1 -1.963
H 4.493172 2.639508 -1.972619 0.3 -0.5 -0.1 0.841
H 0.953682 1.158658 -5.725609 0.2 1.0 0.0 0.761
H 4.732532 -1.655292 3.849451 -0.2 1.0 1.4 0.467
H -1.022718 -0.784092 -4.550779 0.5 0.6 0.1 -0.675
H -6.553828 -0.311382 -3.393379 0.0 -0.7 0.0 0.545
H 2.529882 0.404958 2.977021 0.8 0.0 0.6 0.457
H -6.434828 -1.486462 -0.318049 0.3 0.0 -0.6 0.204
H 5.702782 0.289478 6.682601 0.0 0.4 -0.2 0.346
H 1.611812 -0.709072 -5.100959 0.6 -1.3 -0.1 -0.841
H 2.291692 -1.536722 0.522191 -0.3 0.5 -0.5 -0.256
H 0.581752 4.244618 -3.761009 -0.5 0.0 1.0 -1.106
H -3.488348 0.645468 -0.152029 -0.7 -0.2 -0.4 0.407
C 1.684412 -2.769202 3.666911 -1.1 -1.5 2.4 -1.221
H -3.294478 2.869428 5.455491 0.3 -0.1 0.0 0.492
H -3.247538 -2.820942 -3.229659 -1.5 0.2 0.2 0.817
H 2.173512 -0.762502 8.330791 0.0 0.1 -0.2 0.439
C 0.508912 0.868128 -4.773839 -1.5 2.7 -1.3 -2.001
H -0.018798 1.439598 4.586271 -3.6 -0.3 -1.6 -2.368
N -5.542158 0.373888 0.360691 -0.9 -1.2 -0.9 0.925
H -0.000588 0.229118 5.893271 0.5 -0.4 0.4 0.156
H 1.570042 5.190158 3.823631 -0.2 -0.9 0.3 0.191
```
Positions in Å, forces in eV/Å.

**DFT total energy**: -3797.5033 Eh
**Frontier orbital gap**: 7.68 eV
**Energy above the lowest of the compared OMol25 structures with the same formula, charge and spin**: 1911.5 kcal/mol
**Charge**: 0
**Spin multiplicity**: 1